A 2-piece molecular cluster, C4H12N2 overall, computed with the ωB97M-V functional and the def2-TZVPD basis.

Geometry as XYZ:
```
18
C4H12N2, DFT the ωB97M-V functional and the def2-TZVPD basis
C 3.53 -0.39 0.21
N 2.49 -0.30 -0.75
C 1.26 -0.72 -0.27
C 0.14 0.29 -0.74
N -1.16 -0.12 -0.45
C -3.86 0.88 0.57
H 3.40 0.50 0.87
H 3.54 -1.18 0.98
H 4.53 -0.38 -0.22
H 1.17 -0.77 0.83
H 0.96 -1.73 -0.57
H -3.12 0.74 1.37
H 0.25 0.42 -1.83
H 0.27 1.20 -0.16
H -1.29 -1.07 -0.79
H -4.52 1.69 0.85
H -4.43 -0.03 0.39
H -3.18 0.98 -0.28
```

**HOMO-LUMO gap**: 5.1 eV
**Total energy**: -7316.590 eV
**LUMO level**: -2.548 eV

---

A 2-piece molecular cluster, C4H8N3S overall, computed with the ωB97M-V functional and the def2-TZVPD basis.

Geometry as XYZ:
```
16
C4H8N3S, DFT the ωB97M-V functional and the def2-TZVPD basis
C 0.93 0.67 2.05
C -0.88 0.67 0.55
C -0.18 1.32 1.62
C 0.63 -1.15 0.67
N 1.27 -0.54 1.58
N -0.37 -0.48 0.05
N -1.78 1.41 -0.08
S 0.96 -1.58 -2.86
H 1.61 0.92 2.84
H -0.55 2.27 1.95
H 2.11 -1.94 -3.52
H 1.13 -2.11 0.36
H -0.98 -0.85 -0.68
H -2.01 2.18 0.36
H -2.41 1.05 -0.78
H 0.52 -1.84 -4.09
```

**HOMO-LUMO gap**: 8.9 eV
**Total energy**: -19575.962 eV
**Charge**: +1
**LUMO level**: -4.262 eV

---

A single C9H13N3O2 molecule, computed with the ωB97M-V functional and the def2-TZVPD basis.

Geometry as XYZ:
```
27
C9H13N3O2, DFT the ωB97M-V functional and the def2-TZVPD basis
C -1.21 0.20 -3.47
C -0.31 0.64 -2.60
C -2.24 0.43 -1.65
C 1.02 1.52 -0.15
C -0.93 0.67 1.08
C -0.77 -0.98 1.37
C 1.04 -1.16 -0.02
C -0.28 0.99 -0.19
C 1.42 -1.30 2.42
N -2.43 0.08 -2.92
N -0.95 0.72 -1.38
N 0.59 -1.25 1.27
O 1.62 1.99 -1.12
O 1.58 1.65 1.10
H -1.08 0.04 -4.50
H 0.75 0.87 -2.81
H -2.96 0.30 -0.79
H -1.98 0.68 1.32
H -0.40 1.20 1.88
H -1.22 -1.05 2.39
H -1.42 -1.63 0.80
H 0.45 -1.27 -0.98
H 2.15 -1.13 -0.02
H 1.27 -2.25 2.98
H 2.48 -1.32 2.00
H 1.24 -0.56 3.07
H 2.56 1.93 0.92
```

**HOMO-LUMO gap (alpha / beta)**: 7.1 / 7.1 eV
**Total energy**: -18105.878 eV
**LUMO level (alpha / beta)**: -0.201 / -0.202 eV

---

A 2-piece molecular cluster, C2H3N4O2S overall, computed with the ωB97M-V functional and the def2-TZVPD basis.

Geometry as XYZ:
```
12
C2H3N4O2S, DFT the ωB97M-V functional and the def2-TZVPD basis
C 1.14 0.05 -0.06
C 2.57 -0.04 -0.07
N -0.99 -0.13 -0.16
N 0.17 -0.75 -0.50
N 0.56 1.14 0.51
N -0.75 1.00 0.43
O -4.06 -0.44 1.26
O -3.90 0.12 -1.21
S -3.58 -0.76 -0.09
H 2.96 -1.03 -0.57
H 2.87 -0.01 0.91
H 3.01 0.85 -0.45
```

**HOMO-LUMO gap**: 8.4 eV
**Total energy**: -23013.332 eV
**Charge**: -1
**LUMO level**: 3.263 eV

---

C38H42N4O2OsPSe2 as an isolated structure, computed with the ωB97M-V functional and the def2-TZVPD basis.

Geometry as XYZ:
```
90
C38H42N4O2OsPSe2, DFT the ωB97M-V functional and the def2-TZVPD basis
Os 0.79 -0.28 0.00
N -1.55 0.05 2.19
P -0.76 1.27 1.27
C -0.59 2.55 2.56
C -1.47 3.63 2.63
C -1.39 4.55 3.66
C -0.42 4.41 4.65
C 0.45 3.33 4.60
C 0.37 2.41 3.57
C -2.21 1.91 0.34
C -3.48 1.35 0.52
C -4.58 1.82 -0.19
C -4.43 2.88 -1.07
C -3.18 3.47 -1.23
C -2.09 2.99 -0.53
C -0.87 -1.07 2.59
C -1.30 -1.80 3.70
C -0.61 -2.92 4.07
C 0.52 -3.29 3.33
C 0.88 -2.52 2.26
N 0.20 -1.42 1.87
H -2.22 0.38 2.86
H -2.23 3.77 1.87
H -2.08 5.38 3.69
H -0.36 5.13 5.45
H 1.20 3.21 5.37
H 1.05 1.57 3.56
H -3.61 0.52 1.20
H -5.55 1.38 -0.02
H -5.29 3.26 -1.61
H -3.06 4.31 -1.90
H -1.14 3.48 -0.66
H -2.17 -1.46 4.26
H -0.92 -3.50 4.93
H 1.10 -4.15 3.59
H 1.75 -2.75 1.67
O 3.00 -2.33 0.20
C 4.38 -2.06 -0.01
C 4.75 -0.66 0.45
C 6.28 -0.75 0.69
O 6.88 0.47 1.05
C 4.09 -0.21 1.75
Se 2.44 0.86 1.59
C 4.47 0.39 -0.61
Se 2.74 0.23 -1.54
H 2.71 -2.99 -0.44
H 4.63 -2.17 -1.06
H 4.96 -2.80 0.56
H 6.76 -1.18 -0.20
H 6.46 -1.43 1.53
H 6.91 1.05 0.28
H 4.73 0.54 2.21
H 3.96 -1.03 2.45
H 5.20 0.33 -1.43
H 4.51 1.39 -0.18
C -3.05 -1.21 -1.04
N -2.97 -0.36 -2.25
C -4.04 -0.73 -3.21
C -1.58 -0.43 -2.89
C -0.78 0.82 -2.60
C -1.05 1.84 -3.53
C -0.43 3.07 -3.47
C 0.47 3.30 -2.44
C 0.72 2.31 -1.51
C 0.13 1.02 -1.55
H -4.03 -1.09 -0.58
H -2.26 -0.92 -0.36
H -2.90 -2.25 -1.36
H -3.12 0.62 -1.97
H -3.90 -1.77 -3.50
H -3.97 -0.09 -4.09
H -5.01 -0.60 -2.73
H -1.74 -0.49 -3.96
H -1.14 -1.36 -2.55
H -1.73 1.64 -4.34
H -0.64 3.83 -4.22
H 0.98 4.24 -2.35
H 1.43 2.52 -0.73
N -0.88 -6.59 -3.81
C -0.56 -5.66 -3.22
C -0.19 -4.48 -2.49
C -0.75 -4.22 -1.25
C -0.42 -3.05 -0.58
C 0.44 -2.07 -1.11
C 1.02 -2.41 -2.35
C 0.73 -3.57 -3.03
H -1.44 -4.93 -0.82
H -0.89 -2.90 0.38
H 1.72 -1.72 -2.81
H 1.19 -3.79 -3.98
```

**HOMO-LUMO gap (alpha / beta)**: 5.8 / 5.7 eV
**Total energy**: -192584.607 eV
**Charge**: +1
**LUMO level (alpha / beta)**: -3.590 / -3.681 eV

---

C17H39B2F4GeLiN4O4Si3 as an isolated structure, computed with the ωB97M-V functional and the def2-TZVPD basis.

Geometry as XYZ:
```
75
C17H39B2F4GeLiN4O4Si3, DFT the ωB97M-V functional and the def2-TZVPD basis
Li -0.69 0.76 -0.53
C 2.32 2.47 -1.33
C 2.00 1.12 -0.77
N 1.89 0.96 0.57
O 1.74 2.08 1.34
B 0.34 2.36 1.73
F -0.48 2.16 0.48
F 0.21 3.64 2.15
O -0.26 1.46 2.73
N -0.57 0.29 2.11
C -1.71 -0.24 2.33
C -2.71 0.25 3.33
C -2.02 -1.37 1.39
N -1.19 -1.43 0.43
O -1.44 -2.33 -0.58
B -0.62 -1.90 -1.68
F -0.86 -2.55 -2.84
F -0.72 -0.50 -1.84
O 0.93 -2.22 -1.33
N 1.71 -1.19 -0.70
C 1.88 -0.07 -1.48
C 2.00 -0.22 -2.96
C -3.25 -2.20 1.51
H 1.82 3.23 -0.74
H 2.01 2.56 -2.36
H 3.40 2.65 -1.26
H -2.42 1.24 3.66
H -2.74 -0.42 4.20
H -3.70 0.29 2.89
H 1.10 -0.65 -3.40
H 2.83 -0.88 -3.20
H 2.18 0.75 -3.43
H -3.60 -2.27 2.54
H -3.07 -3.20 1.11
H -4.04 -1.76 0.90
C 2.48 -3.92 0.37
Si 1.47 -3.92 -1.19
C 2.45 -4.20 -2.74
C -0.02 -5.00 -1.05
Ge 1.80 -0.83 1.25
Si 1.30 -1.96 3.74
C -0.19 -3.08 3.61
C 1.24 -0.46 4.83
C 2.76 -3.05 4.12
Si 4.39 -0.50 1.22
C 5.21 -1.93 2.12
C 4.75 1.11 2.11
C 5.01 -0.50 -0.55
H 2.92 -4.90 0.54
H 1.87 -3.66 1.24
H 3.30 -3.20 0.30
H 2.86 -5.21 -2.74
H 3.29 -3.51 -2.83
H 1.82 -4.09 -3.62
H 0.27 -6.04 -1.18
H -0.76 -4.77 -1.82
H -0.51 -4.90 -0.08
H -0.93 -2.73 2.90
H -0.66 -3.16 4.59
H 0.13 -4.08 3.31
H 0.75 0.39 4.35
H 2.25 -0.15 5.09
H 0.70 -0.68 5.75
H 3.10 -3.64 3.27
H 2.46 -3.75 4.91
H 3.62 -2.48 4.49
H 5.09 -1.85 3.20
H 6.29 -1.90 1.92
H 4.85 -2.92 1.82
H 4.84 0.94 3.19
H 3.97 1.85 1.96
H 5.70 1.54 1.77
H 5.13 -1.51 -0.94
H 5.99 -0.01 -0.59
H 4.36 0.04 -1.24
```

**HOMO-LUMO gap (alpha / beta)**: 7.2 / 6.4 eV
**Expectation value of S²**: 0.766
**Total energy**: -124992.135 eV
**Charge**: +1
**LUMO level (alpha / beta)**: -2.816 / -4.229 eV
**Spin multiplicity**: 2

---

C21H34As3F3N2O2Pd as an isolated structure, computed with the ωB97M-V functional and the def2-TZVPD basis.

Geometry as XYZ:
```
66
C21H34As3F3N2O2Pd, DFT the ωB97M-V functional and the def2-TZVPD basis
Pd -0.50 1.99 0.35
N -0.17 4.69 0.89
N -1.45 5.10 0.99
C -2.47 4.09 1.21
O -3.62 4.43 1.00
O -2.02 2.96 1.60
H 0.26 4.53 1.80
H 0.40 5.28 0.30
H -1.74 5.88 0.41
C -3.80 0.53 1.10
As -2.72 1.03 -0.44
C -3.92 2.18 -1.44
C -2.81 -0.52 -1.67
C -2.08 -1.84 -1.40
C -2.26 -2.70 -2.66
C -0.57 -1.64 -1.19
As 0.17 -0.74 0.41
C 2.04 -0.97 -0.11
C 0.12 -2.14 1.79
C -2.74 -2.55 -0.20
As -2.16 -4.40 0.15
C -3.26 -5.60 -0.90
C -2.76 -4.76 1.96
H -3.20 0.04 1.86
H -4.64 -0.10 0.80
H -4.18 1.46 1.52
H -4.76 1.58 -1.80
H -3.40 2.62 -2.29
H -4.29 2.97 -0.79
H -2.46 -0.12 -2.62
H -3.88 -0.71 -1.79
H -1.86 -2.19 -3.54
H -3.31 -2.91 -2.85
H -1.72 -3.65 -2.57
H -0.18 -1.07 -2.03
H -0.08 -2.63 -1.20
H 2.24 -2.03 -0.28
H 2.68 -0.60 0.69
H 2.25 -0.41 -1.02
H 0.15 -3.13 1.32
H -0.75 -2.05 2.43
H 1.01 -2.03 2.41
H -3.82 -2.64 -0.35
H -2.55 -1.99 0.72
H -2.98 -5.61 -1.95
H -4.30 -5.27 -0.79
H -3.16 -6.61 -0.50
H -2.29 -4.11 2.68
H -2.53 -5.80 2.21
H -3.84 -4.63 1.97
F 8.86 1.50 -0.67
C 8.37 2.27 0.31
F 8.84 3.51 0.14
F 8.84 1.80 1.48
C 6.86 2.28 0.28
C 6.13 2.11 1.46
C 4.75 2.15 1.42
C 4.09 2.35 0.19
C 4.84 2.51 -0.99
C 6.22 2.48 -0.94
C 2.69 2.33 0.13
C 1.45 2.29 0.04
H 6.66 1.95 2.39
H 4.17 2.02 2.32
H 4.33 2.66 -1.93
H 6.81 2.60 -1.84
```

**HOMO-LUMO gap (alpha / beta)**: 8.7 / 3.7 eV
**Expectation value of S²**: 6.032
**Total energy**: -223531.338 eV
**Charge**: +2
**LUMO level (alpha / beta)**: -4.472 / -9.323 eV
**Spin multiplicity**: 5

---

An isolated ion of composition HN2O4S and charge -1, computed with the ωB97M-V functional and the def2-TZVPD basis.

Geometry as XYZ:
```
8
HN2O4S, DFT the ωB97M-V functional and the def2-TZVPD basis
N 0.57 1.45 -0.42
N -0.40 1.00 0.29
O -2.00 -1.07 -0.51
O 1.66 1.54 0.16
O -2.88 1.22 -0.91
O -2.67 0.35 1.38
S -2.31 0.26 -0.02
H -0.44 0.88 1.33
```

**HOMO-LUMO gap**: 9.0 eV
**SMILES string**: O=NNS(=O)(=O)[O-]
**Total energy**: -22021.014 eV
**Charge**: -1
**LUMO level**: 3.974 eV

---

A single C3H5NO molecule, computed with the ωB97M-V functional and the def2-TZVPD basis.

Geometry as XYZ:
```
10
C3H5NO, DFT the ωB97M-V functional and the def2-TZVPD basis
C -0.04 -1.38 0.36
C 0.43 -0.25 -0.30
C 0.16 1.24 0.12
H -1.11 -1.44 0.65
H 1.40 -0.42 -0.84
H -0.64 1.63 0.95
H 1.00 1.92 -0.08
H -1.42 0.26 -0.48
N -0.65 0.65 -1.00
O 0.86 -2.20 0.62
```

**HOMO-LUMO gap**: 10.6 eV
**SMILES string**: O=C[C@@H]1CN1
**Total energy**: -6726.758 eV
**LUMO level**: 0.469 eV

---

A 5-piece molecular cluster, C9H13NO2 overall, computed with the ωB97M-V functional and the def2-TZVPD basis.

Geometry as XYZ:
```
25
C9H13NO2, DFT the ωB97M-V functional and the def2-TZVPD basis
C -3.83 -0.02 -0.07
C -1.26 0.58 0.26
C -0.57 1.79 -0.01
C 0.88 1.79 0.03
C 2.05 2.74 0.11
C 1.41 0.42 -0.03
C 0.81 -0.76 -0.08
C 1.64 -2.06 -0.34
C -0.66 -0.59 -0.15
H -4.63 0.80 0.37
H -3.40 -0.33 -1.70
H -4.20 -1.41 0.53
H -1.11 2.69 -0.11
H 2.50 2.98 1.18
H 1.43 3.81 0.02
H 2.65 2.58 -0.99
H 2.49 0.36 -0.37
H 2.74 -1.70 -0.40
H 1.27 -2.77 -1.24
H 2.79 -2.81 1.14
H 0.53 -1.99 1.66
H -0.80 -2.11 -1.05
N 1.38 -2.82 0.86
O -2.65 0.62 0.70
O -1.45 -1.80 -0.33
```

**HOMO-LUMO gap**: 8.4 eV
**Total energy**: -15115.085 eV
**LUMO level**: 0.077 eV

---

A single C13H13NO molecule, computed with the ωB97M-V functional and the def2-TZVPD basis.

Geometry as XYZ:
```
28
C13H13NO, DFT the ωB97M-V functional and the def2-TZVPD basis
C -3.74 -0.61 0.25
C -3.61 0.73 -0.06
C -2.63 -1.39 0.27
C -2.40 1.30 -0.29
C -1.42 -0.84 0.04
C -1.21 0.61 -0.12
C 1.44 -0.56 1.50
C 0.61 -1.51 1.18
C 1.85 0.84 1.02
C 1.68 0.38 -1.47
C 1.58 -1.22 -1.48
C -0.22 -1.69 0.01
C 1.32 1.19 -0.27
N -0.07 1.46 -0.09
O 0.30 -1.52 -1.23
H -4.78 -1.00 0.37
H -4.49 1.32 -0.25
H -2.68 -2.41 0.45
H -2.31 2.29 -0.60
H 1.99 -0.82 2.37
H 0.49 -2.46 1.73
H 1.56 1.71 1.80
H 2.97 0.91 1.05
H 2.58 0.74 -1.84
H 0.96 0.68 -2.20
H 1.89 -1.75 -2.38
H 2.19 -1.68 -0.67
H -0.31 2.32 0.48
```

**HOMO-LUMO gap (alpha / beta)**: 7.4 / 8.0 eV
**Total energy**: -17223.219 eV
**LUMO level (alpha / beta)**: 0.039 / 0.586 eV

---

A single C4H8O2 molecule, computed with the ωB97M-V functional and the def2-TZVPD basis.

Geometry as XYZ:
```
14
C4H8O2, DFT the ωB97M-V functional and the def2-TZVPD basis
C -0.25 0.65 1.76
C -0.62 -0.22 0.48
O -1.88 0.13 -0.05
C 0.58 0.14 -0.30
C 1.21 -0.90 -1.75
O 0.24 -0.34 -2.35
H 0.28 1.60 1.59
H -1.23 0.91 2.16
H 0.32 0.07 2.49
H -0.70 -1.26 0.82
H -1.73 0.58 -0.90
H 0.47 1.20 -0.57
H 1.11 -1.95 -1.42
H 2.25 -0.60 -1.99
```

**HOMO-LUMO gap**: 9.4 eV
**Total energy**: -8368.236 eV
**LUMO level**: -0.252 eV